[1]
Density functional theory data (ωB97M-V/def2-TZVPD) for a cluster of 8 separate species, C38H65INO14P in total.

Calculated values
LUMO level: 0.6 eV
SMILES string: CC[C@@H](C)[PH2](CCCI)N=C(C)C.O=C1CCCO1.O=C1CCCO1.O=C1CCCO1.O=C1CCCO1.O=C1CCCO1.O=C1CCCO1.O=C1CCCO1

Positions of all 120 atoms, in Å:
C1 -0.31988 -0.33905 6.44959
C2 -0.78559 -1.26884 5.32062
C3 0.34146 -1.95032 4.53370
C4 -0.17549 -3.05665 3.60186
P1 1.46547 -0.77062 3.56685
C5 0.09629 0.07512 2.68614
C6 0.33328 0.66637 1.29777
C7 0.83744 -0.34357 0.27764
I1 -0.71296 -1.62886 -0.45230
N1 2.76274 0.23503 2.74779
C8 3.99166 0.02555 2.96400
C9 5.04401 0.87373 2.26956
C10 4.51482 -1.04191 3.92046
H1 -0.07116 0.66774 6.09541
H2 0.57978 -0.72604 6.94644
H3 -1.09254 -0.22988 7.21518
H4 -1.44293 -0.72148 4.64145
H5 -1.41348 -2.06073 5.75394
H6 1.01402 -2.42538 5.26531
H7 -1.12713 -3.46887 3.95619
H8 0.53827 -3.88427 3.54768
H9 -0.33898 -2.71930 2.57053
H10 2.05166 -1.91376 2.95826
H11 1.87071 -0.15354 4.78206
H12 -0.20834 0.87563 3.37291
H13 -0.74505 -0.62283 2.65828
H14 -0.61871 1.08594 0.94525
H15 1.05223 1.48702 1.33872
H16 1.58210 -1.01899 0.69125
H17 1.24714 0.13064 -0.61479
H18 6.01494 0.81696 2.76414
H19 4.71936 1.91793 2.25037
H20 5.16861 0.53335 1.23658
H21 4.07242 -2.02041 3.71124
H22 5.60485 -1.12022 3.88587
H23 4.22700 -0.77431 4.94610
O1 -3.56254 -0.29971 3.70954
C11 -3.98116 -0.05234 2.61714
C12 -3.23521 0.51301 1.42844
C13 -4.35270 0.97089 0.49969
C14 -5.47779 0.01278 0.87873
O2 -5.27362 -0.27901 2.27314
H24 -2.63626 -0.29530 1.00065
H25 -2.56460 1.30701 1.74843
H26 -4.09822 0.93192 -0.55767
H27 -4.63136 1.99630 0.74138
H28 -5.42590 -0.92826 0.32519
H29 -6.47565 0.43094 0.77071
O3 -2.35401 0.76275 -3.67219
C15 -1.34816 0.30937 -4.13240
C16 0.08915 0.57241 -3.73520
C17 0.88339 0.05810 -4.93337
C18 -0.04502 -1.03009 -5.46681
O4 -1.37418 -0.57506 -5.15874
H30 0.28385 -0.01359 -2.83475
H31 0.22713 1.62621 -3.50776
H32 1.87095 -0.32445 -4.68640
H33 0.99707 0.84829 -5.67677
H34 0.11265 -1.98800 -4.96666
H35 0.01684 -1.17935 -6.54221
O5 8.35249 0.01062 3.91274
C19 9.00481 0.81489 3.31568
C20 10.39385 1.33908 3.63261
C21 10.49347 2.59979 2.77805
C22 9.56041 2.25937 1.61839
O6 8.55170 1.40780 2.18513
H36 11.11092 0.57275 3.33104
H37 10.49365 1.49870 4.70267
H38 11.50085 2.84274 2.44832
H39 10.09865 3.45362 3.32968
H40 10.06980 1.70448 0.82753
H41 9.05854 3.11925 1.18250
O7 -0.03091 -5.77721 -7.73127
C23 -1.02701 -5.18295 -7.44744
C24 -2.18447 -4.77933 -8.34512
C25 -2.89833 -3.70653 -7.52848
C26 -2.56636 -4.13544 -6.10141
O8 -1.27043 -4.74964 -6.18544
H42 -2.80257 -5.66493 -8.50629
H43 -1.80458 -4.44824 -9.30788
H44 -3.96887 -3.63668 -7.70587
H45 -2.45627 -2.72977 -7.72965
H46 -3.27724 -4.87040 -5.71801
H47 -2.50581 -3.30217 -5.40522
O9 -3.35019 4.21509 0.36903
C27 -3.79260 4.46488 -0.71520
C28 -3.07328 5.03623 -1.91867
C29 -4.21835 5.49496 -2.81951
C30 -5.32911 4.52758 -2.42064
O10 -5.08655 4.22864 -1.02989
H48 -2.48981 4.23049 -2.36685
H49 -2.39506 5.82445 -1.60272
H50 -3.99978 5.45177 -3.88419
H51 -4.50670 6.51639 -2.56421
H52 -5.28191 3.59846 -2.98952
H53 -6.33062 4.93775 -2.50075
O11 -5.70074 3.58327 -6.20259
C31 -6.76541 4.11256 -6.09672
C32 -7.69479 4.62975 -7.17903
C33 -8.64027 5.55345 -6.41538
C34 -8.63368 4.92248 -5.02531
O12 -7.32557 4.34420 -4.88156
H54 -8.20876 3.76859 -7.61083
H55 -7.11659 5.11113 -7.96289
H56 -9.63967 5.62520 -6.83773
H57 -8.21732 6.55751 -6.36619
H58 -9.37144 4.12299 -4.93101
H59 -8.77442 5.63173 -4.21330
O13 2.96805 -4.12453 4.45028
C35 3.68276 -4.69327 5.22191
C36 5.17031 -4.49936 5.45503
C37 5.56496 -5.75151 6.23293
C38 4.25868 -6.09342 6.94584
O14 3.21740 -5.64742 6.06173
H60 5.29553 -3.58568 6.04023
H61 5.68106 -4.36506 4.50532
H62 6.39435 -5.61048 6.92206
H63 5.82751 -6.55188 5.54011
H64 4.15435 -5.55735 7.89179
H65 4.10865 -7.15542 7.12198

Force components x, y, z for each atom (eV/Å):
C 0.163 0.052 0.009
C -0.072 -0.098 0.129
C -0.074 -0.069 0.018
C 0.038 -0.156 0.055
P 0.300 -0.141 0.080
C -0.117 0.147 -0.143
C -0.131 -0.003 -0.095
C 0.183 0.165 0.041
I 0.026 -0.271 -0.170
N -0.011 0.041 0.009
C -0.037 -0.072 0.118
C -0.071 0.119 0.134
C 0.112 0.019 0.002
H -0.029 -0.127 -0.009
H -0.147 -0.022 -0.058
H 0.017 0.024 -0.111
H -0.051 -0.095 0.161
H 0.094 0.121 -0.029
H 0.000 0.079 -0.079
H 0.081 0.080 -0.019
H -0.041 0.140 -0.002
H -0.039 0.051 0.084
H -0.093 -0.062 -0.230
H 0.004 0.146 0.042
H 0.000 -0.081 -0.093
H 0.089 0.079 -0.023
H 0.276 0.001 0.002
H 0.035 -0.163 0.094
H 0.025 0.079 -0.004
H -0.075 -0.016 0.127
H -0.077 -0.051 -0.048
H -0.027 -0.146 -0.103
H 0.010 0.019 0.070
H 0.034 0.092 0.035
H -0.135 0.022 -0.013
H 0.028 -0.051 -0.105
O -0.007 0.000 0.115
C -0.061 0.036 -0.165
C -0.168 0.085 0.062
C -0.014 0.058 0.051
C 0.046 -0.003 -0.058
O 0.015 -0.036 0.048
H -0.097 0.097 0.047
H -0.044 -0.011 0.031
H 0.017 -0.074 -0.030
H -0.020 -0.004 -0.023
H 0.016 0.012 -0.012
H 0.005 0.025 0.019
O 0.068 0.085 0.086
C -0.147 0.030 0.018
C 0.055 0.010 -0.116
C -0.078 0.029 0.005
C 0.062 -0.041 0.035
O -0.015 -0.149 -0.109
H -0.006 0.016 0.025
H 0.005 -0.011 0.047
H -0.007 -0.017 0.037
H 0.010 -0.009 -0.008
H 0.030 -0.004 0.003
H -0.015 0.023 -0.008
O 0.036 -0.012 0.048
C -0.012 0.033 -0.045
C -0.060 0.047 -0.017
C -0.069 -0.032 0.043
C 0.022 0.006 0.019
O -0.008 -0.026 -0.042
H 0.023 0.002 0.003
H 0.025 -0.025 0.002
H 0.012 -0.039 -0.010
H 0.013 0.014 -0.009
H 0.022 0.010 0.002
H 0.002 0.007 0.010
O -0.002 -0.015 -0.074
C -0.024 0.061 0.050
C 0.045 0.050 0.041
C 0.092 -0.036 -0.009
C -0.112 0.143 -0.033
O 0.020 -0.003 0.061
H -0.020 -0.001 -0.006
H -0.015 -0.035 -0.019
H -0.008 -0.044 -0.006
H -0.025 0.019 0.014
H 0.017 -0.028 -0.004
H 0.046 -0.017 0.020
O 0.052 0.043 0.007
C -0.022 -0.167 0.070
C -0.127 0.138 -0.038
C -0.010 -0.008 0.056
C 0.050 -0.051 -0.014
O 0.015 0.032 -0.034
H 0.014 -0.039 -0.028
H 0.045 -0.031 -0.011
H 0.013 -0.044 0.005
H 0.013 0.000 -0.019
H -0.005 -0.005 -0.008
H -0.005 0.012 0.013
O 0.012 0.035 -0.090
C 0.008 0.026 0.082
C 0.020 0.031 0.052
C 0.085 -0.010 0.011
C -0.012 -0.028 -0.040
O -0.056 0.026 0.056
H -0.019 0.004 -0.016
H -0.010 -0.030 -0.026
H -0.005 -0.041 -0.011
H -0.020 0.011 -0.002
H -0.019 0.011 -0.012
H 0.006 0.009 -0.008
O 0.053 -0.032 -0.034
C 0.007 0.033 0.051
C -0.039 -0.076 -0.016
C -0.059 0.005 -0.063
C 0.021 0.022 0.010
O -0.030 -0.017 0.013
H 0.017 0.012 0.002
H 0.011 0.034 0.009
H -0.013 0.035 0.017
H 0.014 -0.008 0.012
H 0.020 -0.001 0.006
H 0.013 -0.005 -0.014

Results of the Mulliken charge analysis, in e, for atoms 1 through 5:
1 C -1.382
2 C -0.269
3 C 0.373
4 C -1.193
5 P 0.494

[2]
Density functional theory data (ωB97M-V/def2-TZVPD) for a structure of composition C38H66AsN4O4SbV.

Calculated values
Expectation value of S²: 3.759
2S+1: 4
Net charge: +2
Energy relative to the best compared isomer or geometry (same formula, charge and spin): 0.00 kcal per mole
LUMO level (alpha / beta): -6.4 / -6.6 eV

Positions of all 115 atoms, in Å:
V1 0.59305 0.57070 0.04826
C1 2.28722 -2.44154 -1.65664
O1 1.17216 -1.88540 -0.96890
C2 0.18391 -2.88710 -0.69719
C3 0.55481 -3.83599 0.41603
O2 0.50138 -3.15378 1.65598
C4 0.84929 -4.00024 2.73801
H1 2.97638 -1.64082 -1.90624
H2 1.95907 -2.92594 -2.58099
H3 2.81425 -3.17488 -1.04229
H4 0.00220 -3.46248 -1.61181
H5 -0.72306 -2.34315 -0.43414
H6 1.55247 -4.26949 0.27403
H7 -0.15913 -4.67024 0.41086
H8 0.16178 -4.84846 2.81490
H9 0.79081 -3.41064 3.65153
H10 1.86708 -4.38587 2.62585
C5 2.31118 6.02848 -0.70647
C6 2.00623 4.98633 -1.57016
C7 1.35255 3.86048 -1.09851
C8 0.98138 3.79470 0.23479
C9 1.28474 4.83923 1.11067
C10 1.95156 5.95139 0.63425
N1 0.33843 2.61088 0.72086
N2 -0.40260 2.83978 1.70359
C11 -0.88418 1.69691 2.36654
C12 -1.57349 1.87900 3.55601
C13 -1.86952 0.75750 4.31327
C14 -1.47394 -0.48682 3.84260
C15 -0.84103 -0.57881 2.61209
N3 -0.55681 0.49853 1.87511
H11 2.83123 6.90155 -1.07576
H12 2.27393 5.05534 -2.61571
H13 1.09491 3.04681 -1.75902
H14 1.01275 4.76200 2.15337
H15 2.19760 6.75899 1.30913
H16 -1.81839 2.88151 3.87644
H17 -2.38144 0.85294 5.26111
H18 -1.65765 -1.38267 4.41939
H19 -0.52442 -1.52673 2.19179
O3 1.99502 -0.28532 1.40756
C16 3.37892 -0.62071 1.15165
C17 4.26323 0.60346 1.26969
C18 3.70771 1.79983 0.48568
C19 3.48210 1.48197 -0.96626
C20 4.49654 1.74531 -1.87801
C21 4.34005 1.40430 -3.20844
C22 3.16083 0.78941 -3.59624
C23 2.18970 0.56554 -2.64186
N4 2.32309 0.90634 -1.34960
H20 1.85655 -0.16702 2.35481
H21 3.38810 -1.02424 0.14351
H22 3.67361 -1.41159 1.84155
H23 5.25782 0.33717 0.90304
H24 4.38230 0.88987 2.31708
H25 4.41069 2.62927 0.56090
H26 2.78005 2.13901 0.94571
H27 5.40437 2.22007 -1.53229
H28 5.12279 1.60729 -3.92648
H29 2.99503 0.48187 -4.61834
H30 1.26247 0.07390 -2.90635
C24 -3.12138 -3.23050 1.73488
As1 -3.46872 -1.68011 0.63775
C25 -4.42538 -0.37540 1.69141
C26 -4.76935 -2.34270 -0.61714
O4 -2.09216 -1.04931 -0.04342
H31 -2.77947 -4.03663 1.08579
H32 -2.35901 -3.03422 2.48272
H33 -4.04843 -3.53370 2.21971
H34 -4.95096 -0.85592 2.51492
H35 -5.14678 0.12632 1.04875
H36 -3.72453 0.36121 2.07434
H37 -5.58920 -2.78256 -0.04973
H38 -4.31909 -3.10034 -1.25542
H39 -5.14933 -1.52985 -1.23086
C27 0.20767 3.71362 -4.28443
C28 -0.71997 2.60395 -4.76968
C29 0.10876 1.71013 -5.69375
C30 -1.86622 3.22971 -5.55934
Sb1 -1.39638 1.40885 -3.02216
C31 -2.22049 -0.37506 -4.02635
C32 -2.96914 -0.11718 -5.33062
C33 -3.17802 -1.05001 -3.05269
C34 -1.03770 -1.32027 -4.25726
C35 -3.11510 2.53444 -2.23663
C36 -2.63000 3.95827 -1.95620
C37 -3.48862 1.88760 -0.90624
C38 -4.34333 2.56411 -3.14166
H40 0.47290 4.35277 -5.13317
H41 1.13751 3.29837 -3.89116
H42 -0.24474 4.34741 -3.52336
H43 0.58529 2.33663 -6.45459
H44 -0.48443 0.96637 -6.21640
H45 0.90440 1.19480 -5.15424
H46 -1.45567 3.70077 -6.45838
H47 -2.37358 4.00948 -4.99567
H48 -2.60710 2.50264 -5.88184
H49 -3.81376 0.55673 -5.19171
H50 -3.37076 -1.06952 -5.69231
H51 -2.34201 0.28353 -6.12079
H52 -4.08009 -0.45588 -2.90458
H53 -2.70571 -1.22221 -2.08613
H54 -3.49028 -2.01456 -3.46944
H55 -0.29372 -0.90722 -4.93854
H56 -1.40075 -2.25374 -4.69919
H57 -0.54478 -1.56979 -3.31194
H58 -1.73540 3.97051 -1.32467
H59 -3.41322 4.50838 -1.42514
H60 -2.40910 4.50992 -2.86758
H61 -2.63337 1.82550 -0.22641
H62 -3.86325 0.87383 -1.04530
H63 -4.27102 2.48267 -0.42198
H64 -4.14406 3.03859 -4.09828
H65 -5.13509 3.13896 -2.64978
H66 -4.73963 1.56789 -3.33340

Force components x, y, z for each atom (eV/Å):
V 0.456 -0.568 -0.680
C 0.061 0.015 -0.042
O -0.103 0.187 0.149
C -0.066 -0.105 -0.011
C 0.064 0.000 -0.045
O 0.078 -0.138 -0.051
C 0.009 -0.027 0.019
H 0.020 0.008 -0.006
H -0.006 0.017 0.004
H -0.019 0.007 -0.005
H 0.014 -0.013 -0.008
H 0.021 -0.074 -0.044
H -0.026 -0.018 0.025
H -0.012 0.004 0.005
H -0.001 0.001 -0.004
H 0.008 0.005 0.013
H -0.003 0.006 0.009
C -0.009 -0.024 -0.013
C 0.022 0.053 -0.030
C -0.072 -0.041 -0.010
C 0.064 0.136 -0.004
C -0.063 -0.077 0.017
C 0.001 -0.013 -0.004
N -0.211 0.337 0.263
N 0.081 0.084 -0.082
C -0.042 -0.167 0.034
C 0.087 0.103 -0.108
C -0.003 -0.091 -0.032
C -0.069 0.082 0.028
C -0.004 -0.048 -0.122
N -0.156 0.025 0.241
H 0.007 0.014 -0.007
H -0.003 -0.016 -0.019
H -0.028 0.004 -0.058
H -0.002 0.010 0.009
H -0.002 0.011 0.016
H 0.000 0.003 0.001
H -0.001 0.015 0.005
H -0.001 -0.012 0.002
H -0.074 0.020 0.043
O -0.006 0.126 0.116
C -0.001 0.034 -0.001
C 0.034 -0.022 -0.027
C -0.028 0.001 0.026
C 0.032 0.015 0.004
C -0.003 -0.021 -0.010
C -0.013 0.006 0.025
C -0.017 -0.005 0.012
C 0.001 -0.037 -0.047
N 0.012 0.039 0.075
H -0.016 -0.032 -0.056
H 0.006 -0.001 0.048
H 0.013 0.013 -0.018
H 0.001 0.004 0.011
H -0.008 0.003 0.005
H -0.016 0.011 -0.005
H 0.050 -0.027 -0.012
H 0.012 0.007 0.012
H 0.017 0.001 -0.009
H -0.006 -0.002 -0.013
H 0.014 0.018 0.010
C 0.009 0.035 -0.043
As -0.191 -0.043 0.017
C 0.027 -0.041 -0.021
C 0.012 0.022 0.031
O -0.100 0.080 0.216
H -0.009 0.020 -0.007
H 0.025 0.054 0.025
H 0.001 -0.016 0.013
H 0.001 -0.017 0.003
H 0.005 -0.002 -0.006
H 0.054 0.015 0.033
H -0.007 -0.009 0.009
H 0.006 0.011 0.015
H -0.004 -0.011 0.021
C -0.007 0.024 0.041
C 0.033 -0.040 0.015
C -0.040 -0.007 0.012
C 0.021 -0.033 0.006
Sb -0.028 0.038 0.010
C -0.015 0.020 0.051
C 0.033 -0.009 0.024
C 0.077 0.012 -0.028
C -0.027 0.036 0.006
C 0.046 0.016 -0.047
C 0.004 -0.061 -0.003
C 0.015 -0.032 0.020
C 0.038 0.027 0.046
H 0.006 0.003 -0.001
H 0.057 -0.004 0.049
H -0.006 0.047 0.049
H -0.001 0.007 -0.013
H -0.038 -0.054 -0.029
H 0.027 -0.013 0.013
H 0.008 0.013 -0.012
H -0.033 0.047 0.045
H -0.036 -0.031 -0.023
H -0.022 0.023 0.010
H -0.004 -0.015 -0.009
H 0.042 0.028 -0.049
H -0.038 0.028 -0.003
H -0.014 0.007 -0.033
H -0.011 -0.010 -0.027
H 0.027 0.008 -0.022
H -0.004 -0.020 -0.007
H 0.008 0.002 0.010
H -0.003 0.002 0.008
H -0.008 0.011 0.009
H 0.013 0.032 -0.052
H -0.009 -0.001 0.019
H -0.010 -0.041 0.012
H -0.005 0.003 0.007
H 0.005 0.023 -0.064
H -0.012 0.012 0.003
H -0.012 -0.043 0.006

Results of the Mulliken charge analysis, in e, for atoms 1 through 5:
1 V 1.651
2 C -1.473
3 O 1.013
4 C 0.373
5 C -1.379

E for every record listed, in sequence, given in eV: -88005.3006; -147677.8028.